Here is a 2-piece molecular cluster, C8H6BrNO overall from the Open Molecules 2025 dataset. Energies are from ωB97M-V with the def2-TZVPD basis set.

Properties
- Kohn-Sham gap (alpha / beta) (eV) = 8.40 / 6.34
- E_LUMO (alpha / beta) (eV) = -1.174 / -0.911
- M (g mol⁻¹) = 212.05
- net charge = 0
- HOMO energy (alpha / beta) (eV) = -9.57 / -7.25
- ΔE to the lowest compared entry with this formula, charge and spin (eV) = 3.124

Geometry as XYZ:
```
17
Properties=species:S:1:pos:R:3:forces:R:3:mulliken_charge:R:1
C -1.29474 0.68544 0.74014 1.020 -2.199 -0.445 -0.690
C -0.14724 -0.74273 -0.95798 -0.972 -1.416 2.846 -0.504
C -1.22897 1.71609 -0.10348 1.591 1.488 -1.095 -0.336
C -0.20155 0.28077 -1.80313 0.858 0.777 -1.384 -0.285
C -0.69866 -0.63061 0.41764 -0.370 1.561 -2.005 0.760
C -0.54744 1.57686 -1.33338 -0.897 0.092 -1.460 0.020
C 2.39249 -1.48711 1.37707 0.208 0.820 -0.359 0.522
C -0.96831 -1.68060 1.17029 -1.563 -0.336 2.752 -0.525
N 2.82361 -0.43504 1.05619 0.934 2.021 -0.700 -0.397
O 1.95203 -2.42381 1.85692 -0.965 -2.518 0.959 -0.389
Br -0.56103 3.04112 -2.63768 0.081 -0.916 0.995 -0.184
H -1.78462 0.79791 1.64724 -0.714 0.140 1.672 0.382
H 0.07199 -1.76081 -1.24193 0.281 0.060 -0.362 0.419
H -1.44878 2.71173 0.25114 -0.560 0.069 -0.177 0.345
H 0.08069 -0.01242 -2.82863 -0.138 1.065 0.377 0.329
H -1.55137 -1.66607 2.17526 1.358 -0.386 -1.727 0.244
H 3.11188 0.02928 0.21431 -0.151 -0.323 0.113 0.289
```
Positions in Å, forces in eV/Å.